1.
Formula: C48H52ClF4GeKN5O2S3SbSe
Source: the OMol25 dataset
Level of theory: wB97M-V/def2-TZVPD

Geometry (Å):
K  -0.3931  0.8042  0.4871
C  1.1555  -4.7477  -4.8148
S  -0.5836  -4.9842  -4.4097
C  -0.9482  -3.4768  -3.4783
S  0.3143  -2.6970  -2.5812
N  -2.1808  -3.1684  -3.5810
N  -2.6319  -2.0893  -2.8768
C  -3.3238  -2.3683  -1.8535
C  -3.9860  -1.3318  -1.0317
C  -4.7315  -1.7456  0.0696
C  -5.4124  -0.8039  0.8176
C  -5.3115  0.5279  0.4576
C  -4.5261  0.8458  -0.6408
N  -3.8867  -0.0482  -1.3837
H  1.4991  -5.6791  -5.2674
H  1.7261  -4.5383  -3.9113
H  1.2901  -3.9306  -5.5228
H  -3.4721  -3.4022  -1.5364
H  -4.7498  -2.7956  0.3326
H  -5.9889  -1.1030  1.6846
H  -5.7891  1.3120  1.0296
H  -4.4086  1.8843  -0.9388
C  -1.0921  1.6945  -3.0626
N  0.2403  1.5780  -2.5051
C  1.0973  0.8304  -3.4017
C  0.7941  2.8754  -2.1639
C  2.1255  2.8165  -1.4237
N  2.0092  1.9482  -0.2773
C  2.9989  1.8481  0.5824
C  2.8528  0.9551  1.6974
F  1.7068  0.2193  1.7656
C  3.7991  0.7657  2.6629
F  3.5407  -0.1045  3.6685
C  5.0272  1.4187  2.6488
C  5.2218  2.2694  1.5761
F  6.4033  2.9326  1.4799
C  4.2828  2.4862  0.5964
F  4.6290  3.3434  -0.4088
H  -1.0893  2.2258  -4.0350
H  -1.7334  2.2536  -2.3755
H  -1.5310  0.7079  -3.2044
H  1.2587  1.3720  -4.3546
H  0.6480  -0.1395  -3.6145
H  2.0678  0.6493  -2.9383
H  0.0632  3.3801  -1.5245
H  0.9266  3.4992  -3.0745
H  2.3745  3.8544  -1.1581
H  2.9151  2.4952  -2.1204
H  5.7723  1.2678  3.4130
Cl  -2.6768  0.8231  7.8144
C  -2.1328  1.3193  6.2170
C  -1.1743  2.3403  6.1011
C  -0.7351  2.7365  4.8702
C  -1.2138  2.1483  3.6405
O  -0.7560  2.5206  2.5301
C  -2.2098  1.1151  3.8112
C  -2.8384  0.4335  2.6948
O  -2.7216  0.6814  1.5087
C  -2.6270  0.7204  5.0927
H  -0.7808  2.8018  6.9993
H  0.0205  3.5072  4.7741
H  -3.5054  -0.4026  3.0053
H  -3.3582  -0.0769  5.1793
S  -1.2563  -2.3790  0.9257
Sb  0.6530  -3.4410  0.3092
C  1.4408  -4.0643  2.2251
C  2.0375  -3.0744  3.0049
C  2.5122  -3.3607  4.2772
C  2.3996  -4.6477  4.7874
C  1.8140  -5.6426  4.0184
C  1.3378  -5.3508  2.7446
C  0.3974  -5.3823  -0.4925
C  -0.6229  -6.1791  0.0183
C  -0.8050  -7.4696  -0.4620
C  0.0350  -7.9666  -1.4499
C  1.0431  -7.1674  -1.9693
C  1.2187  -5.8728  -1.4994
C  2.5233  -2.6451  -0.3090
C  3.6377  -3.4515  -0.1010
C  4.9013  -2.9870  -0.4422
C  5.0521  -1.7071  -0.9632
C  3.9395  -0.8994  -1.1543
C  2.6724  -1.3699  -0.8396
H  2.1348  -2.0622  2.6279
H  2.9662  -2.5728  4.8643
H  2.7675  -4.8729  5.7814
H  1.7274  -6.6508  4.4075
H  0.8966  -6.1458  2.1547
H  -1.2914  -5.7801  0.7744
H  -1.6071  -8.0830  -0.0694
H  -0.1106  -8.9704  -1.8306
H  1.6754  -7.5380  -2.7670
H  1.9786  -5.2322  -1.9330
H  3.5295  -4.4344  0.3457
H  5.7676  -3.6175  -0.2816
H  6.0393  -1.3313  -1.2033
H  4.0505  0.1107  -1.5274
H  1.8162  -0.7164  -0.9882
C  -2.9194  7.9149  -2.1221
Ge  -2.0237  6.1662  -1.9834
C  -1.7912  5.4686  -3.7981
C  -0.2545  6.4409  -1.1967
C  -3.1848  4.9485  -0.9649
Se  -2.3059  3.8142  0.3686
C  -1.8656  5.2254  1.6283
H  -2.3248  8.6042  -2.7247
H  -3.0570  8.3544  -1.1323
H  -3.9007  7.8098  -2.5886
H  -1.3899  6.2464  -4.4511
H  -2.7414  5.1254  -4.2107
H  -1.0995  4.6269  -3.7962
H  0.4325  6.7752  -1.9764
H  0.1285  5.5105  -0.7761
H  -0.2728  7.1951  -0.4096
H  -3.6300  4.2534  -1.6805
H  -4.0061  5.4935  -0.4959
H  -1.6159  6.1397  1.0941
H  -1.0089  4.8649  2.1920
H  -2.7008  5.4022  2.3030

As for the lowest unoccupied orbital energy: 3.610 eV. The value obtained for the total energy is -9657.33714 hartree. As for the net charge: -2.

These are the Mulliken partial charges, in e, on atoms 1 to 2: 0.383, -0.499

=====

2.
Formula: C19H43NO8
Source: the OMol25 dataset
Level of theory: wB97M-V/def2-TZVPD

Geometry (Å):
C  -3.0496  1.2955  1.9660
C  -4.1932  0.8549  2.4535
C  -4.3660  0.2579  3.8195
C  -5.1066  -1.0891  3.7557
C  -4.1608  -2.2812  3.7672
N  -3.4756  -2.3618  2.4863
C  -3.0858  -3.6991  2.0484
O  -6.0260  -1.2163  4.8523
C  -7.2352  -0.6518  4.6263
O  -7.7648  0.0987  5.3830
H  -2.1658  1.4025  2.5853
H  -2.9483  1.5422  0.9202
H  -5.0912  0.9044  1.8424
H  -3.3859  0.1255  4.2822
H  -4.9597  0.9252  4.4510
H  -5.6435  -1.1422  2.7999
H  -4.7454  -3.1901  3.9114
H  -3.4722  -2.1700  4.6164
H  -2.6959  -1.7228  2.4412
H  -3.6948  -4.0259  1.2006
H  -3.2185  -4.4400  2.8410
H  -2.0446  -3.7216  1.7259
H  -7.6986  -0.9926  3.6830
C  -3.9070  0.3039  -1.4303
O  -2.4959  0.2727  -1.5731
C  -2.0115  -0.9592  -2.0806
C  -1.6819  -0.8733  -3.5545
O  -2.8347  -0.6442  -4.3444
C  -2.9921  0.7033  -4.7465
H  -4.1933  1.3404  -1.2538
H  -4.4065  -0.0530  -2.3339
H  -4.2239  -0.3027  -0.5753
H  -2.7392  -1.7579  -1.9034
H  -1.0983  -1.2074  -1.5295
H  -1.2456  -1.8246  -3.8737
H  -0.9384  -0.0864  -3.7231
H  -2.2711  0.9646  -5.5287
H  -2.8721  1.3916  -3.9061
H  -3.9983  0.8055  -5.1494
C  1.4074  2.0428  2.2238
O  0.4982  1.3541  1.3875
C  0.0619  2.1166  0.2710
C  0.7881  1.7239  -0.9952
O  2.1689  2.0352  -0.9459
C  2.9922  0.9247  -0.6421
H  1.8365  1.3131  2.9088
H  2.2122  2.5066  1.6478
H  0.8952  2.8162  2.8075
H  0.1835  3.1868  0.4681
H  -1.0004  1.9123  0.1272
H  0.3537  2.2752  -1.8348
H  0.6405  0.6536  -1.1781
H  3.0677  0.2485  -1.5013
H  2.6170  0.3670  0.2195
H  3.9866  1.3033  -0.4115
C  7.5403  -0.8340  -3.6194
O  8.3048  0.2449  -3.1168
C  7.5248  1.2759  -2.5370
C  7.5084  1.1939  -1.0266
O  6.8615  0.0196  -0.5659
C  7.7534  -1.0040  -0.1668
H  8.2314  -1.6461  -3.8388
H  6.8025  -1.1797  -2.8911
H  7.0246  -0.5509  -4.5437
H  6.4997  1.2446  -2.9217
H  7.9677  2.2315  -2.8332
H  6.9539  2.0523  -0.6346
H  8.5307  1.2457  -0.6381
H  8.2198  -0.7633  0.7946
H  8.5353  -1.1698  -0.9117
H  7.1699  -1.9163  -0.0539

As for the lowest unoccupied orbital energy: 0.672 eV. Its structure (SMILES) is C=CC[C@@H](CNC)OC=O.COCCOC.COCCOC.COCCOC. The value obtained for the total energy is -1406.22234 hartree.

These are the Mulliken partial charges, in e, on atoms 1 to 2: -0.763, 0.187

=====

3.
Formula: C12H35FHfNO9
Source: the OMol25 dataset
Level of theory: wB97M-V/def2-TZVPD

Geometry (Å):
Hf  2.0595  -2.2455  0.3620
F  0.9450  -0.3885  0.0704
C  -3.4535  -1.5769  -0.0363
C  -3.4435  -1.5266  -1.5604
C  -4.3851  -0.4041  -2.1478
O  -5.6537  -0.6659  -1.6324
C  -6.3922  -1.6751  -2.2736
N  -2.0692  -1.3002  -1.9114
H  -3.2933  -0.5784  0.3732
H  -2.7031  -2.2697  0.3413
H  -4.4471  -1.8864  0.2882
H  -3.7889  -2.4753  -1.9815
H  -4.4472  -0.4857  -3.2371
H  -4.1203  0.6138  -1.8684
H  -7.3136  -1.8664  -1.7351
H  -5.8473  -2.6308  -2.3483
H  -6.5698  -1.4603  -3.3337
H  -1.6770  -0.4686  -1.4429
H  -1.9422  -1.0632  -2.8969
C  2.5316  4.2812  -0.1632
C  2.4257  2.8676  -0.7064
O  3.5732  2.0875  -0.3567
O  3.7697  4.8968  -0.5329
H  2.5696  4.3532  0.9235
H  1.7391  4.9245  -0.5576
H  2.3232  2.9357  -1.7929
H  1.5126  2.4591  -0.2732
H  4.3242  2.4852  -0.8164
H  3.8622  4.8195  -1.4910
C  5.3504  -1.8899  -0.1657
C  4.9896  -0.9179  0.9191
O  3.6579  -0.5355  0.4797
O  4.4082  -3.0058  -0.0288
H  6.3959  -2.1959  -0.1444
H  5.1165  -1.4729  -1.1440
H  5.5907  -0.0131  0.9824
H  4.9771  -1.4019  1.8970
H  3.6818  0.3824  0.0891
H  4.7465  -3.7200  -0.5952
C  -1.5841  2.3952  -0.4830
C  -1.7192  2.1203  0.9991
O  -0.4449  1.8990  1.6140
O  -1.1059  1.1922  -1.1440
H  -0.7936  3.0947  -0.7740
H  -2.4749  2.7414  -1.0037
H  -2.3352  1.2189  1.0595
H  -2.1191  2.9801  1.5291
H  0.0826  1.2193  1.1744
H  -0.3360  0.9386  -0.6284
C  0.8038  -1.3503  3.3852
C  -0.3691  -1.8054  2.5718
O  0.1181  -2.8331  1.6652
O  1.8832  -1.0301  2.5020
H  1.1402  -2.1070  4.0957
H  0.3809  -0.5291  3.9712
H  -0.8607  -1.0049  2.0126
H  -1.1820  -2.1287  3.2256
H  -0.6280  -3.4546  1.6563
H  2.5410  -0.5423  3.0195

As for the lowest unoccupied orbital energy: -13.369 eV. For the energy relative to the best compared isomer or geometry (same formula, charge and spin), the calculation gives 1.136 eV. The value obtained for the total energy is -1356.82222 hartree. As for the net charge: +3.

These are the Mulliken partial charges, in e, on atoms 1 to 2: 1.490, -0.334